Arrangement i

Below is a structure of composition C4H35NO15, with properties calculated with the ωB97M-V functional and the def2-TZVPD basis.

Its multiplicity is 1. Its HOMO-LUMO gap is 9.029 eV. The molar mass comes out at 337.32 g/mol. For the highest occupied orbital energy, the calculation gives -8.846 eV.

Geometry as XYZ:
```
55
C4H35NO15, DFT the ωB97M-V functional and the def2-TZVPD basis
O 0.001 -2.825 2.108
H -1.096 -2.221 -0.639
O -2.005 0.941 2.865
H 1.218 4.298 -3.335
H -2.620 -1.152 3.064
O 3.408 -1.068 1.269
O -1.162 -0.200 -1.861
O 1.765 3.514 -3.476
O 0.020 3.775 0.155
H -1.070 -1.389 4.577
O 2.843 -0.807 -1.342
H -2.176 -2.043 1.071
H -0.472 0.700 0.201
H -1.453 2.103 -1.400
O -0.464 -2.996 -0.566
H 3.596 -1.050 -1.893
C 1.146 1.238 -1.072
H 1.245 1.419 -3.036
H 0.244 4.705 0.255
H -0.375 -3.069 1.236
H -0.325 -0.298 -3.739
H -1.543 -2.103 3.401
H 1.865 1.983 1.343
H 2.576 -3.783 -1.018
H 0.854 3.344 -0.203
H 0.466 -1.218 -2.420
H -2.245 1.053 1.929
H -1.518 3.129 -0.233
H 0.935 -2.648 1.891
O -2.114 -1.647 0.178
H 1.645 0.398 2.140
H -1.110 0.592 2.978
H -2.006 -0.572 -2.129
H -2.683 -0.842 0.161
H -4.195 1.138 0.376
O -1.038 -1.043 3.682
H -1.205 -3.584 -0.793
O -2.386 -2.088 2.925
O -2.093 2.513 -0.801
H 4.348 -1.238 1.406
C -0.041 -0.302 -2.697
O -3.361 0.666 0.501
H -0.421 -1.505 3.064
H 2.255 -1.585 -1.522
C 1.179 1.139 1.495
O 1.751 2.338 -1.110
H 1.799 3.120 -2.568
C 0.617 0.607 0.164
H -2.693 1.255 0.007
H 3.471 -0.541 0.452
N 0.836 0.794 -2.342
H 0.280 1.453 2.064
O 2.006 -3.282 -1.610
H 0.707 -0.476 0.025
H 1.188 -3.108 -1.082
```

Quick look at the Mulliken charges, all values in e:
1. O -0.768
2. H 0.454
3. O -0.749
4. H 0.302
5. H 0.470
6. O -0.571
7. O -0.503
8. O -0.749
9. O -0.687
10. H 0.377
11. O -0.539
12. H 0.353
13. H -1.413
14. H 0.231
15. O -0.742
16. H 0.217
17. C 0.034
18. H 0.232
19. H 0.234
20. H 0.323
21. H 0.479
22. H 0.316
23. H 0.404
24. H 0.320
25. H 0.321
26. H 0.088
27. H 0.417
28. H 0.478
29. H 0.312
30. O -0.586
31. H 0.321
32. H 0.241
33. H 0.323
34. H 0.295
35. H 0.257
36. O -0.766
37. H 0.297
38. O -0.931
39. O -0.801
40. H 0.263
41. C -0.436
42. O -0.708
43. H 0.602
44. H 0.278
45. C -1.925
46. O -1.084
47. H 0.363
48. C 3.248
49. H 0.515
50. H 0.292
51. N 0.108
52. H 0.604
53. O -0.706
54. H -0.162
55. H 0.454

---

Arrangement ii

Below is a cluster of 14 separate species, C4H35NO15 in total, with properties calculated with the ωB97M-V functional and the def2-TZVPD basis.

Its multiplicity is 1. Its HOMO-LUMO gap is 9.626 eV. The molar mass comes out at 337.32 g/mol. For the highest occupied orbital energy, the calculation gives -9.348 eV.

Geometry as XYZ:
```
55
C4H35NO15, DFT the ωB97M-V functional and the def2-TZVPD basis
H 0.231 4.816 -1.158
H 2.308 -1.987 -1.740
H -1.758 -0.593 -0.131
H 3.185 -0.079 -1.812
H -0.933 -4.856 0.925
H -4.152 -0.341 2.603
O -1.389 -0.909 -2.696
O 1.595 0.988 1.635
H -3.783 0.110 1.152
H -1.257 -3.817 -0.244
O 2.060 -2.622 -1.078
H -3.574 2.127 -0.096
O -4.119 1.351 0.042
H -4.996 1.612 -0.145
C -1.297 0.265 -0.642
H 0.676 -0.495 -0.346
H -1.567 1.082 -2.719
O 3.911 0.509 -0.372
H 2.216 -1.635 1.948
O -2.656 3.563 -0.370
H -0.280 0.183 1.948
O -1.303 -1.844 1.910
O 1.063 -1.891 3.157
O -1.592 -4.172 0.603
H 2.995 3.741 0.982
O -3.679 -0.614 1.831
H -1.914 1.098 -0.247
H -0.858 -2.341 -1.922
H 3.568 -0.049 0.330
H 2.082 0.182 1.505
O -0.462 -3.213 -1.644
H -2.191 -1.426 2.016
C -1.421 0.159 -2.132
O 2.645 -0.456 -2.534
C 0.163 0.432 -0.224
H 1.823 0.107 -2.623
H 1.127 -2.815 -1.257
O 2.261 3.353 0.541
O 2.775 -1.353 1.177
C 0.241 0.920 1.233
H -1.714 3.628 -0.365
O -0.074 4.293 -0.389
H 2.154 2.463 0.934
N 0.841 1.403 -1.165
H 4.865 0.219 -0.462
H 2.507 -1.920 0.374
H 0.347 2.295 -1.238
H 1.771 1.612 -0.934
H 1.016 -1.093 3.692
H -0.561 -3.817 -2.387
H 0.778 4.025 0.072
H -2.954 4.308 0.025
H 0.149 -1.889 2.748
H -1.430 -2.697 1.442
H -0.158 1.896 1.375
```

Quick look at the Mulliken charges, all values in e:
1. H 0.297
2. H 0.476
3. H 0.373
4. H 0.456
5. H 0.325
6. H 0.268
7. O -0.623
8. O -0.708
9. H 0.419
10. H 0.487
11. O -0.815
12. H 0.416
13. O -0.625
14. H 0.271
15. C 0.296
16. H -0.621
17. H 0.380
18. O -0.713
19. H 0.412
20. O -0.657
21. H -0.004
22. O -0.752
23. O -0.751
24. O -0.789
25. H 0.273
26. O -0.677
27. H -0.709
28. H 0.444
29. H 0.451
30. H 0.413
31. O -0.853
32. H 0.349
33. C -0.050
34. O -0.846
35. C 2.048
36. H 0.360
37. H 0.411
38. O -0.695
39. O -0.903
40. C -1.053
41. H 0.357
42. O -0.737
43. H 0.514
44. N -0.482
45. H 0.290
46. H 0.376
47. H 0.172
48. H 0.204
49. H 0.330
50. H 0.286
51. H 0.371
52. H 0.281
53. H 0.462
54. H 0.429
55. H 0.365

---

Most stable to least stable, the ends of the list are arrangement ii and arrangement i.

---

Arrangement i

Below is an isolated molecule of C2H6N2S2, with properties calculated with the ωB97M-V functional and the def2-TZVPD basis.

Its multiplicity is 1. Its HOMO-LUMO gap is 9.150 eV. As for the SMILES: [H]/N=C(/NS)SC. The molar mass comes out at 122.22 g/mol. For the highest occupied orbital energy, the calculation gives -8.686 eV.

Geometry as XYZ:
```
12
C2H6N2S2, DFT the ωB97M-V functional and the def2-TZVPD basis
C -1.041 0.011 0.332
N -0.198 0.037 1.427
H -0.886 -0.084 2.310
H 1.886 0.758 -2.500
H 0.241 -2.311 1.534
S -0.322 0.190 -1.400
C 1.328 0.824 -1.396
H 1.836 0.347 -0.420
N -2.330 -0.362 0.337
S 1.018 -1.213 1.430
H -2.517 -0.060 -0.698
H 0.985 1.864 -0.956
```

Quick look at the Mulliken charges, all values in e:
1. C 0.353
2. N -0.353
3. H 0.381
4. H 0.272
5. H 0.160
6. S -0.115
7. C -0.551
8. H 0.119
9. N -0.634
10. S -0.141
11. H 0.261
12. H 0.247

---

Arrangement ii

Below is an isolated molecule of C2H6N2S2, with properties calculated with the ωB97M-V functional and the def2-TZVPD basis.

Its multiplicity is 1. Its HOMO-LUMO gap is 9.064 eV. As for the SMILES: CSNC(N)=S. The molar mass comes out at 122.22 g/mol. For the highest occupied orbital energy, the calculation gives -8.462 eV.

Geometry as XYZ:
```
12
C2H6N2S2, DFT the ωB97M-V functional and the def2-TZVPD basis
H -0.256 -2.403 1.166
C 0.077 1.104 -0.482
C -0.328 -1.943 0.053
H 0.798 0.174 1.137
N 1.002 0.272 0.082
H 0.662 2.106 0.867
S -0.752 0.837 -1.876
H -0.825 2.938 0.031
S 1.342 -1.203 -0.456
H -1.042 -1.098 -0.241
H -0.409 -2.825 -0.680
N -0.268 2.042 0.399
```

Quick look at the Mulliken charges, all values in e:
1. H 0.247
2. C 0.250
3. C -0.689
4. H 0.317
5. N -0.443
6. H 0.288
7. S -0.316
8. H 0.302
9. S 0.037
10. H 0.207
11. H 0.272
12. N -0.473

---

Most stable to least stable, the ends of the list are arrangement ii and arrangement i.

---

Arrangement i

Below is the ion C3H6O3P with charge -1, with properties calculated with the ωB97M-V functional and the def2-TZVPD basis.

Its multiplicity is 1. Its HOMO-LUMO gap is 8.190 eV. The molar mass comes out at 121.05 g/mol. As for the net charge: -1. For the highest occupied orbital energy, the calculation gives -4.360 eV.

Geometry as XYZ:
```
13
C3H6O3P, DFT the ωB97M-V functional and the def2-TZVPD basis
H -1.881 0.026 0.994
P 0.350 0.178 2.579
H -1.242 -0.650 -0.711
O -0.779 -0.121 3.470
H 1.686 -0.979 -0.240
C 0.071 -0.156 0.793
H -1.250 0.951 -0.410
H 2.057 0.512 0.515
C 1.239 0.035 -0.102
O 0.249 1.651 1.851
C -1.224 0.049 0.159
H 0.920 0.347 -1.126
O 1.677 -0.091 3.071
```

Quick look at the Mulliken charges, all values in e:
1. H 0.424
2. P 0.933
3. H 0.356
4. O -0.774
5. H 0.307
6. C 0.711
7. H 0.325
8. H 0.322
9. C -1.148
10. O -0.596
11. C -1.432
12. H 0.323
13. O -0.753

---

Arrangement ii

Below is the ion C3H6O3P with charge -1, with properties calculated with the ωB97M-V functional and the def2-TZVPD basis.

Its multiplicity is 1. Its HOMO-LUMO gap is 9.113 eV. As for the SMILES: C[P@](=O)([O-])CC=O. The molar mass comes out at 121.05 g/mol. As for the net charge: -1. For the highest occupied orbital energy, the calculation gives -5.129 eV.

Geometry as XYZ:
```
13
C3H6O3P, DFT the ωB97M-V functional and the def2-TZVPD basis
O -2.897 0.373 0.507
H 0.326 -1.611 -1.439
H -1.715 0.701 -1.065
H -0.452 0.914 1.868
C 0.700 -1.480 -0.465
C -1.814 0.689 0.054
P 1.166 0.284 -0.120
C -0.540 0.971 0.700
H 1.595 -2.118 -0.420
O 2.120 0.287 0.960
H -0.213 2.052 0.497
O 1.509 0.996 -1.376
H 0.216 -2.057 0.301
```

Quick look at the Mulliken charges, all values in e:
1. O -0.539
2. H 0.352
3. H 0.276
4. H 0.261
5. C -1.201
6. C 0.143
7. P 0.866
8. C -0.654
9. H 0.345
10. O -0.733
11. H 0.250
12. O -0.748
13. H 0.383

---

Arrangement iii

Below is a cluster of 2 separate species, C3H6O3P in total, with properties calculated with the ωB97M-V functional and the def2-TZVPD basis.

Its multiplicity is 1. Its HOMO-LUMO gap is 8.444 eV. The molar mass comes out at 121.05 g/mol. As for the net charge: -1. For the highest occupied orbital energy, the calculation gives -4.471 eV.

Geometry as XYZ:
```
13
C3H6O3P, DFT the ωB97M-V functional and the def2-TZVPD basis
H -0.971 -0.955 -0.695
H 0.926 0.845 1.946
H -0.705 0.508 1.273
O -2.635 0.414 1.366
P -3.727 -0.137 0.486
C 0.091 -0.848 -0.943
H 0.458 -1.757 -1.412
H 0.162 -0.019 -1.645
C 0.358 0.670 1.035
O 1.812 -1.192 0.680
H 0.392 1.550 0.397
O -3.146 -0.926 -0.651
C 0.868 -0.527 0.300
```

Quick look at the Mulliken charges, all values in e:
1. H 0.159
2. H 0.294
3. H 0.225
4. O -0.432
5. P -0.108
6. C -0.822
7. H 0.286
8. H 0.279
9. C -0.897
10. O -0.623
11. H 0.294
12. O -0.498
13. C 0.843

---

Most stable to least stable, the ends of the list are arrangement iii and arrangement i.

---

Arrangement i

Below is an isolated molecule of C3H4OS2, with properties calculated with the ωB97M-V functional and the def2-TZVPD basis.

Its multiplicity is 1. Its HOMO-LUMO gap is 7.481 eV. As for the SMILES: CSC(=O)C=S. The molar mass comes out at 120.20 g/mol. For the highest occupied orbital energy, the calculation gives -9.467 eV.

Geometry as XYZ:
```
10
C3H4OS2, DFT the ωB97M-V functional and the def2-TZVPD basis
C 0.941 0.239 -0.113
S -0.599 -0.874 -0.119
S 3.673 -0.116 -0.093
H -1.762 1.057 -0.878
H -2.799 -0.304 -0.334
C 2.084 -0.663 0.123
H -2.283 0.724 1.089
H 1.851 -1.793 0.341
O 0.819 1.454 -0.023
C -1.925 0.275 0.006
```

Quick look at the Mulliken charges, all values in e:
1. C 0.727
2. S -0.093
3. S -0.097
4. H 0.262
5. H 0.314
6. C -0.383
7. H 0.266
8. H 0.225
9. O -0.470
10. C -0.751

---

Arrangement ii

Below is an isolated molecule of C3H4OS2, with properties calculated with the ωB97M-V functional and the def2-TZVPD basis.

Its multiplicity is 1. Its HOMO-LUMO gap is 9.187 eV. As for the SMILES: S=C1OCCS1. The molar mass comes out at 120.20 g/mol. For the highest occupied orbital energy, the calculation gives -8.889 eV.

Geometry as XYZ:
```
10
C3H4OS2, DFT the ωB97M-V functional and the def2-TZVPD basis
C -1.931 -0.096 0.375
O -0.037 1.244 0.056
H -2.974 -0.417 0.056
H -1.848 -0.041 1.470
S 2.220 0.022 0.055
H -1.857 2.112 0.138
C 0.607 0.010 -0.027
H -1.559 1.225 -1.289
C -1.415 1.196 -0.252
S -0.660 -1.241 -0.142
```

Quick look at the Mulliken charges, all values in e:
1. C -0.388
2. O -0.291
3. H 0.336
4. H 0.265
5. S -0.275
6. H 0.277
7. C 0.301
8. H 0.305
9. C -0.437
10. S -0.093

---

Arrangement iii

Below is a structure of composition C3H4OS2, with properties calculated with the ωB97M-V functional and the def2-TZVPD basis.

Its multiplicity is 1. Its HOMO-LUMO gap is 7.836 eV. The molar mass comes out at 120.20 g/mol. For the highest occupied orbital energy, the calculation gives -8.863 eV.

Geometry as XYZ:
```
10
C3H4OS2, DFT the ωB97M-V functional and the def2-TZVPD basis
S 0.081 0.583 -1.586
C -1.159 1.383 -0.419
C 0.414 -0.365 0.037
H -2.238 1.071 -0.524
H -1.171 2.572 -0.412
H 0.027 1.177 1.602
C -0.512 0.535 0.737
O -1.567 -0.028 1.300
H -1.295 -0.070 2.707
S 1.465 -1.448 0.592
```

Quick look at the Mulliken charges, all values in e:
1. S -0.120
2. C -0.659
3. C -0.056
4. H 0.275
5. H 0.277
6. H 0.316
7. C 0.450
8. O -0.598
9. H 0.377
10. S -0.263

---

Most stable to least stable, the ends of the list are arrangement ii and arrangement iii.